The following is a DFT calculation (ωB97M-V/def2-TZVPD) of the ion Cl2O3PS with charge -1 in a non-equilibrium geometry.

The LUMO energy comes out at 3.4 eV. The HOMO-LUMO gap comes out at 7.7403 eV. As for the charge: -1. As for the HOMO energy: -0.1610 Ha. For the energy relative to the best compared isomer or geometry (same formula, charge and spin), the calculation gives 85.0 kJ/mol. The calculation puts the total energy at -51314.54334 eV.

Last column: Löwdin charge in e.
Geometry (Å):
O -0.8323 -0.4881 0.0360  -0.85
O 0.2715 -1.0570 -2.2899  -0.53
O 0.1327 1.2284 1.9818  -0.54
P 0.4656 -0.0492 -1.2491  0.31
S -0.5521 -0.0127 1.5967  0.54
Cl -0.3525 1.9570 -1.5862  -0.06
Cl 0.8671 -1.5784 1.5109  0.14



The following is a DFT calculation (ωB97M-V/def2-TZVPD) of a cluster of 2 separate species, Cl3H3N4 in total in a non-equilibrium geometry.

The LUMO energy (alpha / beta) comes out at -1.4 / -1.4 eV. The HOMO-LUMO gap (alpha / beta) comes out at 7.4138 / 7.4170 eV. As for the charge: 0. As for the HOMO energy (alpha / beta): -0.3232 / -0.3238 Ha. For the energy relative to the best compared isomer or geometry (same formula, charge and spin), the calculation gives 108.9 kJ/mol. The calculation puts the total energy at -43570.51223 eV.

Last column: Löwdin charge in e.
Geometry (Å):
N -0.5562 -0.9139 -2.2891  0.11
N -0.3878 -1.6024 -1.2317  -0.18
N 0.3204 -1.5303 -0.1804  -0.16
N 0.1143 -2.2811 0.7849  -0.74
Cl 0.5041 1.5412 1.6484  0.24
Cl -0.4227 -4.0322 0.1484  0.38
Cl 1.5567 -2.6550 1.7891  0.48
H -0.2421 2.5948 1.7105  -0.24
H 0.1206 -0.1415 -2.2418  0.07
H -0.8557 -2.5258 -1.1827  0.04



The following is a DFT calculation (ωB97M-V/def2-TZVPD) of an isolated molecule of Cl3H3Si2 in a non-equilibrium geometry.

The LUMO energy comes out at 0.0 eV. The HOMO-LUMO gap comes out at 10.5465 eV. The structure (SMILES) is Cl[SiH2][SiH](Cl)Cl. As for the charge: 0. As for the HOMO energy: -0.3887 Ha. For the energy relative to the best compared isomer or geometry (same formula, charge and spin), the calculation gives 46.4 kJ/mol. The calculation puts the total energy at -53374.15739 eV.

Last column: Löwdin charge in e.
Geometry (Å):
Cl 2.5098 -1.0200 -0.5256  -0.01
Si 0.9836 0.2386 0.5914  0.21
Si -0.9828 -0.2806 -0.5481  -0.44
Cl -2.0034 1.4481 -0.2352  0.21
Cl -2.1625 -1.6848 0.3540  0.22
H 1.0523 0.0999 2.0009  -0.12
H 1.4947 1.7778 0.4567  -0.04
H -0.8918 -0.5790 -2.0941  -0.03



The following is a DFT calculation (ωB97M-V/def2-TZVPD) of an isolated molecule of Cl3H5Si3 in a non-equilibrium geometry.

The LUMO energy comes out at -0.6 eV. The HOMO-LUMO gap comes out at 9.7145 eV. The structure (SMILES) is [SiH3][Si@H](Cl)[SiH](Cl)Cl. As for the charge: 0. As for the HOMO energy: -0.3785 Ha. For the energy relative to the best compared isomer or geometry (same formula, charge and spin), the calculation gives 90.5 kJ/mol. The calculation puts the total energy at -61283.67636 eV.

Last column: Löwdin charge in e.
Geometry (Å):
Si -1.0060 -0.2970 0.1908  0.44
Si 1.2161 -0.9406 -0.2420  -0.14
Cl 1.5514 -2.6306 0.9129  0.21
Si 2.7937 0.6737 -0.0594  -0.35
Cl 3.4870 0.9324 1.9286  0.14
Cl 4.4907 0.4102 -1.2038  0.20
H -2.0911 -0.7768 1.0961  -0.12
H -1.5807 -0.9556 -1.1240  -0.09
H -1.2794 1.1327 0.1518  -0.13
H 1.1423 -0.9513 -1.6713  -0.10
H 2.4332 2.1536 -0.2554  -0.06



The following is a DFT calculation (ωB97M-V/def2-TZVPD) of a cluster of 2 separate species, Cl3HO3Si in total.

The LUMO energy comes out at -2.7 eV. The HOMO-LUMO gap comes out at 8.1301 eV. As for the charge: 0. As for the HOMO energy: -0.3983 Ha. For the energy relative to the best compared isomer or geometry (same formula, charge and spin), the calculation gives 0.0 kJ/mol. The calculation puts the total energy at -51602.21019 eV.

Last column: Löwdin charge in e.
Geometry (Å):
O 0.7660 0.7977 0.5066  -0.14
O 0.1697 -2.2275 1.5305  -0.68
O 1.2747 2.9922 -1.0637  -0.32
Si 0.7290 1.6064 -0.8686  -0.05
Cl -2.1389 -1.2232 -0.0566  0.16
Cl -1.3398 -2.3223 1.5736  0.62
Cl -0.0842 0.5089 -2.3227  0.40
H 0.6234 -0.1323 0.7007  0.01



The following is a DFT calculation (ωB97M-V/def2-TZVPD) of a cluster of 2 separate species, Cl3HO3Si in total in a non-equilibrium geometry.

The LUMO energy comes out at -1.7 eV. The HOMO-LUMO gap comes out at 7.3321 eV. As for the charge: 0. As for the HOMO energy: -0.3321 Ha. For the energy relative to the best compared isomer or geometry (same formula, charge and spin), the calculation gives 376.8 kJ/mol. The calculation puts the total energy at -51598.30494 eV.

Last column: Löwdin charge in e.
Geometry (Å):
O 0.6200 0.9811 -2.1115  -0.79
O -1.4428 -1.9555 -2.1120  -0.89
O -1.7529 0.8603 -0.9491  -0.66
Si -0.3701 0.0749 -1.1153  0.58
Cl 2.1770 0.7634 -2.7350  0.66
Cl -0.5351 -2.8510 -3.1880  0.42
Cl -2.0409 2.3730 -1.7143  0.69
H 0.3647 -0.2354 -0.0071  0.00



The following is a DFT calculation (ωB97M-V/def2-TZVPD) of a cluster of 2 separate species, Cl3O3P in total in a non-equilibrium geometry.

The LUMO energy (alpha / beta) comes out at -2.7 / -2.5 eV. The HOMO-LUMO gap (alpha / beta) comes out at 8.2661 / 7.4098 eV. As for the charge: 0. As for the HOMO energy (alpha / beta): -0.4014 / -0.3645 Ha. For the energy relative to the best compared isomer or geometry (same formula, charge and spin), the calculation gives 376.4 kJ/mol. The calculation puts the total energy at -52993.94107 eV.

Last column: Löwdin charge in e.
Geometry (Å):
O -0.4413 1.4680 0.9020  -0.35
O 1.4580 -1.7944 1.3791  -0.67
O -1.5868 -0.0107 -0.7809  -0.85
P -0.1467 0.7764 -0.3105  0.32
Cl 1.8664 -1.1151 2.7223  0.67
Cl -1.5350 -1.2136 -1.9646  0.60
Cl 0.3854 1.8893 -1.9474  0.28



The following is a DFT calculation (ωB97M-V/def2-TZVPD) of a cluster of 2 separate species, Cl4H4Si3 in total in a non-equilibrium geometry.

The LUMO energy comes out at -1.4 eV. The HOMO-LUMO gap comes out at 7.4066 eV. As for the charge: 0. As for the HOMO energy: -0.3245 Ha. For the energy relative to the best compared isomer or geometry (same formula, charge and spin), the calculation gives 149.1 kJ/mol. The calculation puts the total energy at -73790.55130 eV.

Last column: Löwdin charge in e.
Geometry (Å):
Si -3.2126 -0.2744 0.4662  0.17
Si 2.6679 0.7599 -0.6321  -0.50
Si 2.4710 -1.1114 0.6956  0.14
Cl 4.4404 1.6070 -0.0009  0.17
Cl -1.4209 -1.0656 -0.0183  0.16
Cl 2.1018 -2.7420 -0.4758  0.09
Cl 1.1342 1.8574 0.2337  0.16
H -2.9673 0.6475 1.5742  -0.10
H -3.7324 0.4271 -0.7009  -0.10
H -4.0894 -1.3657 0.8752  -0.11
H 2.6072 1.2602 -2.0170  -0.09